Entry 1:
The following is a DFT calculation (the ωB97M-V functional and the def2-TZVPD basis) of one molecule with the formula C20H30N2O5S.

Geometry as XYZ:
```
58
Properties=species:S:1:pos:R:3
C 0.174 -1.667 1.708
C -0.405 -2.408 0.509
C -1.930 -2.307 0.428
C -2.394 -0.933 -0.047
H -2.042 -0.772 -1.069
H -1.940 -0.163 0.579
C -3.911 -0.725 -0.004
C -4.231 0.734 -0.376
N -3.551 1.682 0.475
S -2.746 2.970 -0.220
O -2.766 4.028 0.748
O -3.247 3.216 -1.542
C -1.098 2.303 -0.335
C -0.699 1.659 -1.489
C 0.540 1.039 -1.559
C 1.360 1.098 -0.442
C 0.964 1.786 0.710
C -0.274 2.384 0.777
H -0.617 2.916 1.649
C 2.058 1.745 1.734
H 1.707 1.347 2.686
H 2.448 2.748 1.916
C 3.114 0.833 1.087
N 2.632 0.555 -0.268
C 3.287 -0.215 -1.184
O 2.797 -0.529 -2.248
C 4.706 -0.612 -0.813
H 4.783 -0.869 0.244
H 4.964 -1.490 -1.406
C 5.680 0.534 -1.132
H 5.142 1.485 -1.200
C 6.717 0.709 -0.048
O 6.536 0.501 1.122
O 7.875 1.156 -0.535
H 8.524 1.286 0.174
H 6.183 0.383 -2.085
H 3.205 -0.106 1.641
H 4.097 1.305 1.063
H 0.858 0.522 -2.448
H -1.370 1.654 -2.334
H -4.033 1.946 1.318
H -3.892 0.940 -1.393
H -5.316 0.891 -0.346
C -4.675 -1.676 -0.942
C -5.308 -2.857 -0.213
H -5.825 -3.502 -0.920
H -4.557 -3.447 0.304
H -6.032 -2.506 0.519
H -5.469 -1.122 -1.448
H -3.999 -2.044 -1.715
H -4.252 -0.888 1.024
H -2.355 -2.519 1.412
H -2.291 -3.069 -0.265
H -0.124 -3.461 0.581
H 0.033 -2.010 -0.409
H -0.246 -2.056 2.634
H 1.254 -1.797 1.744
H -0.043 -0.604 1.650
```

As for the total charge: 0. The HOMO energy is -8.56 eV. The calculation puts the calculated total energy at -45281.15393 eV. The multiplicity is 1. As for the HOMO-LUMO gap: 9.0 eV. The SMILES is CCCC[C@H](CC)CNS(=O)(=O)c1ccc2c(c1)CCN2C(=O)CCC(=O)O.

Here are the Löwdin charges for atoms 1 to 5, given in e: -0.099 -0.249 -0.208 -0.181 0.120

---

Entry 2:
The following is a DFT calculation (the ωB97M-V functional and the def2-TZVPD basis) of one molecule with the formula C20H30N2O6S.

Geometry as XYZ:
```
59
Properties=species:S:1:pos:R:3
C 2.916 3.005 -2.828
H 3.278 3.750 -3.535
H 3.529 2.103 -2.894
O 1.578 2.756 -3.203
C 0.736 2.074 -2.412
C -0.598 2.093 -2.857
C -1.610 1.502 -2.137
C -1.308 0.877 -0.937
C -0.014 0.845 -0.479
C 1.032 1.421 -1.204
C 2.384 1.160 -0.633
O 3.302 0.644 -1.217
O 2.402 1.493 0.665
C 3.488 1.036 1.463
H 3.943 1.905 1.949
H 4.234 0.538 0.837
C 3.001 0.052 2.545
O 3.730 -0.828 2.948
N 1.756 0.309 2.967
H 1.251 1.057 2.515
C 1.003 -0.477 3.951
C -0.327 0.237 4.179
H -0.159 1.259 4.513
H -0.894 -0.282 4.947
H -0.925 0.251 3.270
C 0.762 -1.879 3.386
H 1.712 -2.354 3.156
H 0.231 -2.488 4.111
H 0.162 -1.815 2.480
C 1.803 -0.551 5.254
H 1.977 0.448 5.646
H 2.762 -1.028 5.075
H 1.254 -1.126 5.994
H 0.187 0.345 0.455
S -2.581 0.086 0.052
O -2.051 -0.062 1.379
O -3.792 0.830 -0.132
N -2.830 -1.428 -0.553
C -1.917 -2.477 -0.175
H -1.637 -2.251 0.856
C -0.662 -2.560 -1.050
H -0.359 -1.545 -1.310
C -0.823 -3.393 -2.327
H -0.010 -3.121 -3.004
C -2.163 -3.228 -3.053
C -2.735 -1.809 -3.032
H -1.933 -1.073 -3.114
C -3.576 -1.543 -1.779
H -4.129 -0.608 -1.874
H -4.305 -2.355 -1.662
H -3.393 -1.680 -3.894
H -2.021 -3.544 -4.089
H -2.902 -3.901 -2.615
H -0.700 -4.450 -2.083
H 0.148 -2.996 -0.462
H -2.456 -3.428 -0.184
H -2.633 1.538 -2.474
H -0.798 2.603 -3.786
H 2.974 3.406 -1.812
```

As for the total charge: 0. The HOMO energy is -9.09 eV. The calculation puts the calculated total energy at -47327.59319 eV. The multiplicity is 1. As for the HOMO-LUMO gap: 9.5 eV. The SMILES is COc1ccc(S(=O)(=O)N2CCCCCC2)cc1C(=O)OCC(=O)NC(C)(C)C.

Here are the Löwdin charges for atoms 1 to 5, given in e: -0.049 0.100 0.091 -0.044 -0.197

---

Entry 3:
The following is a DFT calculation (the ωB97M-V functional and the def2-TZVPD basis) of one molecule with the formula C20H30N4O.

Geometry as XYZ:
```
55
Properties=species:S:1:pos:R:3
C -6.220 -0.561 1.204
H -6.365 -1.562 1.601
H -7.171 -0.037 1.237
H -5.510 -0.038 1.840
C -5.710 -0.619 -0.238
N -4.387 -1.187 -0.355
C -3.225 -0.477 -0.352
O -2.151 -1.039 -0.434
C -3.352 1.048 -0.259
N -2.118 1.788 -0.151
C -1.335 1.504 1.039
C -0.353 2.653 1.251
H 0.229 2.480 2.158
H -0.917 3.580 1.370
C 0.584 2.808 0.041
C 1.589 1.707 -0.001
N 1.389 0.478 -0.368
C 2.589 -0.169 -0.220
C 2.940 -1.490 -0.463
C 4.243 -1.887 -0.227
C 5.204 -0.971 0.251
C 4.862 0.348 0.499
C 3.556 0.738 0.263
N 2.888 1.930 0.395
H 3.275 2.800 0.718
H 5.597 1.050 0.867
C 6.612 -1.424 0.495
H 7.224 -0.601 0.855
H 7.058 -1.810 -0.422
H 6.638 -2.223 1.236
C 4.639 -3.311 -0.482
H 5.013 -3.779 0.429
H 5.430 -3.366 -1.231
H 3.787 -3.884 -0.839
H 2.200 -2.185 -0.827
C -0.256 2.882 -1.240
C -1.257 1.732 -1.322
H -1.873 1.852 -2.217
H -0.713 0.781 -1.380
H 0.397 2.859 -2.114
H -0.803 3.827 -1.236
H 1.140 3.749 0.152
H -2.009 1.438 1.898
H -0.783 0.559 0.943
H -3.962 1.303 0.614
H -3.869 1.407 -1.156
C -4.266 -2.636 -0.420
C -3.865 -3.259 0.915
H -4.602 -3.052 1.687
H -2.906 -2.855 1.226
H -3.770 -4.336 0.803
H -5.217 -3.045 -0.764
H -3.490 -2.866 -1.156
H -5.714 0.385 -0.666
H -6.394 -1.232 -0.834
```

As for the total charge: 0. The HOMO energy is -7.84 eV. The calculation puts the calculated total energy at -29236.23381 eV. The multiplicity is 1. As for the HOMO-LUMO gap: 8.7 eV. The SMILES is CCN(CC)C(=O)CN1CCC(c2nc3cc(C)c(C)cc3[nH]2)CC1.

Here are the Löwdin charges for atoms 1 to 5, given in e: -0.069 0.062 0.072 0.070 -0.218

---

Entry 4:
The following is a DFT calculation (the ωB97M-V functional and the def2-TZVPD basis) of a 2-piece molecular cluster, C20H30N4O3 overall.

Geometry as XYZ:
```
57
Properties=species:S:1:pos:R:3
C 0.825 -1.863 7.718
C -0.465 -2.298 6.834
O -0.941 -3.458 7.011
O -1.044 -1.423 5.844
C -0.366 -1.639 4.576
C -1.234 -1.054 3.341
C -1.177 -2.056 2.085
C -1.226 -1.285 0.643
C -0.472 -2.299 -0.399
C -1.130 -2.137 -1.886
C -0.303 -0.991 -2.628
C 1.103 -1.422 -3.203
C 2.054 -0.407 -3.914
C 3.511 -0.835 -4.470
N 4.493 -0.472 -3.391
C 1.508 1.078 -4.025
C 0.092 1.405 -3.450
C -0.357 2.949 -3.602
C -0.358 3.834 -2.337
C -0.801 5.339 -2.267
C -1.271 5.862 -3.686
C -1.179 4.838 -4.841
N -0.777 3.476 -4.856
N -0.758 0.399 -2.786
C -2.099 0.842 -2.280
N -2.012 1.488 -0.922
H 0.679 -0.825 8.189
H 1.025 -2.606 8.569
H 1.725 -1.831 6.998
H -0.224 -2.777 4.452
H 0.655 -1.123 4.627
H -0.849 -0.016 3.047
H -2.343 -0.976 3.653
H -0.153 -2.602 2.088
H -2.043 -2.813 2.046
H -0.722 -0.259 0.679
H -2.303 -1.161 0.256
H 0.618 -1.947 -0.463
H -0.489 -3.388 -0.034
H -0.952 -3.152 -2.418
H -2.261 -1.988 -1.869
H 1.442 -2.520 -3.076
H 3.595 -1.949 -4.707
H 3.716 -0.147 -5.366
H 4.385 0.511 -3.097
H 4.318 -1.025 -2.531
H 2.180 1.865 -4.527
H -0.027 3.340 -1.349
H -0.803 5.973 -1.322
H -1.638 6.942 -3.824
H -1.493 5.258 -5.874
H -2.605 1.615 -2.982
H -2.854 -0.013 -2.177
H -1.043 1.497 -0.582
H -2.438 2.424 -0.940
O 3.021 -1.904 9.491
H 2.262 -2.276 9.932
```

As for the total charge: 0. The HOMO energy is -4.08 eV. The calculation puts the calculated total energy at -33314.10969 eV. The multiplicity is 1. As for the HOMO-LUMO gap: 1.1 eV.

Here are the Löwdin charges for atoms 1 to 5, given in e: -0.033 -0.387 0.030 -0.106 -0.196

---

In order of appearance, energy above the lowest of the compared OMol25 structures with the same formula, charge and spin = 0.612, 0.534, 0.040, 18.358 eV.
In order of appearance, molar mass = 410.54, 426.53, 342.49, 374.49 g/mol.